176
Properties=species:S:1:pos:R:3 method="wB97M-V/def2-TZVPD" lumo_ha=-0.004 homo_energy_ev=-1.3375 charge=-1
C 2.7657 -8.1918 2.4574
C 3.8102 -7.7636 1.2478
C 2.9884 -7.8983 -0.1529
C 3.7514 -7.2882 -1.4621
C 4.9537 -6.2404 -1.1272
C 4.4438 -4.7675 -0.6110
C 5.3764 -3.5194 -1.1937
C 4.4115 -2.2773 -1.7204
C 4.9526 -0.9226 -0.9294
C 3.9867 0.3550 -1.2334
C 2.8266 0.5854 -0.0932
C 3.5264 0.9035 1.3287
C 2.7018 1.8157 2.3822
C 2.7207 1.5013 3.9838
C 3.8974 0.5138 4.5126
C 3.3480 -0.8915 5.2120
C 2.1582 -1.6333 4.3761
C 2.5673 -3.1592 3.8350
F 3.9755 -2.9672 3.3149
F 2.7323 -4.1278 4.9315
C 1.7094 -3.6737 2.5624
F 2.4628 -4.8272 1.9840
F 1.6838 -2.6597 1.4498
S -0.0342 -4.2483 2.8365
F 0.4495 -5.8381 3.2568
F -0.0697 -4.7536 1.1695
F -0.6433 -2.6758 2.3857
F -0.1102 -3.7841 4.4663
F -1.6598 -4.7704 2.9560
O 3.4518 3.1060 2.3038
C 2.8973 3.9620 1.2391
O 3.3976 5.0017 0.6315
O 1.5657 3.4213 0.9981
C 1.2133 2.3919 2.0180
C 0.5789 3.3805 3.1925
C -0.7462 4.2120 2.6573
C -1.9079 4.1864 3.7845
S -3.6543 3.9731 3.2007
C -3.8545 2.6697 1.9006
S -3.3386 2.8516 0.2628
N -4.5457 1.3282 2.1626
C -4.3609 0.1547 1.2543
C -5.3159 -0.9744 1.9034
N -5.9432 -0.3619 3.1142
C -5.4886 1.0593 3.3242
O 0.2023 1.4899 1.4642
C -0.5016 0.7456 2.4929
N -1.3842 0.3706 3.3505
H 2.9180 -9.3493 2.6210
H 1.6491 -8.0318 2.1674
H 2.9838 -7.6388 3.4631
H 4.1642 -6.6810 1.5056
H 4.7489 -8.4539 1.1871
H 2.8378 -9.0544 -0.3442
H 1.9093 -7.4506 -0.0704
H 4.2106 -8.1893 -2.0469
H 2.9218 -6.8107 -2.1432
H 5.7680 -6.6735 -0.3859
H 5.5294 -6.0565 -2.1466
H 4.5663 -4.7595 0.5514
H 3.3194 -4.6318 -0.9514
H 6.1072 -3.1645 -0.3473
H 6.0112 -3.9340 -2.0866
H 4.4972 -2.1632 -2.8908
H 3.2896 -2.4596 -1.4451
H 4.9965 -1.2186 0.2077
H 6.0632 -0.6636 -1.2333
H 4.6775 1.3117 -1.2753
H 3.4663 0.2177 -2.2670
H 2.0394 1.3482 -0.4678
H 2.2607 -0.4508 -0.0039
H 3.8264 -0.1344 1.8069
H 4.5514 1.4456 1.1016
H 2.8510 2.5341 4.5449
H 1.6684 1.1009 4.3474
H 4.4420 1.0780 5.3995
H 4.7338 0.2632 3.7468
H 4.2506 -1.5789 5.4703
H 2.8963 -0.5475 6.2503
H 1.7666 -1.0588 3.4395
H 1.2345 -1.7128 5.1131
H 0.2833 2.7999 4.1570
H 1.3780 4.1832 3.5411
H -0.3822 5.3165 2.4411
H -1.0161 3.7612 1.6254
H -1.8701 5.2394 4.3300
H -1.7339 3.4031 4.6530
H -3.7209 0.0084 0.2934
H -5.4519 -2.0291 1.4389
H -5.7866 1.8029 4.1684
O 4.3512 4.0456 -2.0671
H 4.1307 4.6278 -1.3567
Na 3.6405 -1.5291 2.3057
C 4.5753 7.8873 -5.0260
C 5.1873 7.0425 -3.9112
C 6.6153 7.4816 -3.5124
O 7.6325 7.0993 -4.4391
C 7.7336 7.9370 -5.5788
N 5.1483 5.6305 -4.3065
H 4.9610 7.6280 -6.0151
H 3.4903 7.7382 -5.0628
H 4.7563 8.9547 -4.8578
H 4.5504 7.1683 -3.0262
H 6.8689 6.9774 -2.5731
H 6.6641 8.5589 -3.3076
H 7.5212 8.9836 -5.3422
H 7.0658 7.5784 -6.3645
H 8.7556 7.8688 -5.9633
H 5.4539 5.0600 -3.5157
H 5.8835 5.4899 -5.0046
O -1.2827 -2.4301 6.9131
P -0.8132 -3.5383 7.8685
O 0.7050 -3.7288 7.7276
O -1.5286 -4.8520 7.5179
O -1.1469 -3.1410 9.3147
C -0.2364 7.4923 6.8484
Cl -0.3525 5.9392 5.9857
Cl -0.9839 8.7744 5.8652
Cl -1.0855 7.3693 8.4083
Cl 1.4761 7.8858 7.1343
C -10.9228 -3.9946 -2.5921
C -9.6977 -3.1157 -2.7997
C -8.7635 -3.0178 -1.5871
C -9.3789 -2.7457 -0.2105
N -9.8064 -1.3103 0.1362
C -8.6180 -0.3775 0.3773
C -8.3521 0.2840 -0.9552
C -9.6870 0.3269 -1.6737
C -10.6413 -0.5836 -0.9111
C -10.6228 -1.4185 1.4308
H -11.5738 -3.6119 -1.8014
H -11.5180 -4.0281 -3.5099
H -10.6334 -5.0185 -2.3379
H -10.0146 -2.1250 -3.1298
H -9.1210 -3.5267 -3.6372
H -7.9527 -2.3212 -1.8068
H -8.2713 -3.9970 -1.5070
H -8.6438 -3.0230 0.5530
H -10.2484 -3.3899 -0.0524
H -8.9273 0.3740 1.1104
H -7.7726 -0.9447 0.7732
H -7.6175 -0.2794 -1.5353
H -7.9319 1.2856 -0.8246
H -9.5760 0.0193 -2.7173
H -10.0847 1.3465 -1.6943
H -11.1900 -1.3027 -1.5178
H -11.3781 0.0347 -0.3862
H -9.9914 -1.8842 2.1952
H -11.5078 -2.0280 1.2267
H -10.9197 -0.4145 1.7483
Cl 5.4432 -9.2703 -4.6594
C 4.4635 -10.7506 -4.8216
C 3.1615 -10.6688 -4.0443
Cl 3.4282 -10.6804 -2.2837
H 5.0733 -11.5981 -4.4963
H 4.2517 -10.8729 -5.8874
H 2.5365 -11.5356 -4.2746
H 2.5975 -9.7661 -4.2963
K 6.8994 -6.0018 -2.9933
C 0.3673 5.9893 -3.9357
C 0.3212 6.4993 -5.3740
C -0.1731 7.9588 -5.4996
O -1.5821 8.1220 -5.3357
C -2.0198 8.1293 -3.9861
N -0.4954 5.5827 -6.1801
H -0.6188 5.7180 -3.5506
H 0.9884 5.0890 -3.8718
H 0.8020 6.7381 -3.2650
H 1.3490 6.4707 -5.7578
H 0.0456 8.2986 -6.5185
H 0.3748 8.6297 -4.8263
H -1.2945 8.6042 -3.3194
H -2.2316 7.1099 -3.6583
H -2.9577 8.6900 -3.9342
H -0.4332 5.8635 -7.1588
H -1.4745 5.7583 -5.9409